DFT (ωB97M-V/def2-TZVPD) results for 5 unconnected molecules or ions with the total composition C78H50BrF17N2O9.

Structure (XYZ):
```
157
Properties=species:S:1:pos:R:3
C -5.52140 -3.28799 7.11269
C -6.03502 -2.75532 6.04011
C -6.57296 -1.76561 4.86818
C -6.20404 -2.36152 3.38399
C -7.12872 -1.54657 2.34048
C -6.44702 -1.35330 0.86699
C -7.71445 -1.20454 -0.15964
N -8.46463 -1.31816 -1.11880
O -5.54405 -2.41345 0.49890
C -6.22501 -3.68334 0.30584
C -5.04069 -4.80175 0.11880
C -3.94522 -4.76367 1.31578
C -5.67267 0.08561 0.79280
Br -7.08871 1.50647 0.55613
C -4.91883 0.46437 2.16607
N -4.47136 0.64295 3.27839
C -4.54373 0.14011 -0.37470
C -5.15840 0.12213 -1.86352
C -4.03811 0.13114 -3.04000
F -4.79110 -0.12101 -4.26893
F -3.19032 -1.00734 -2.86178
C -3.30404 1.54265 -3.24582
F -3.36360 1.92487 -4.64870
F -4.15732 2.52716 -2.58149
C -1.84757 1.70902 -2.59016
F -1.63666 0.89891 -1.40230
F -1.80570 3.07622 -2.07621
C -0.60205 1.64062 -3.62636
F 0.57617 1.86887 -2.79693
F -0.61135 2.76328 -4.54756
C -0.37322 0.22279 -4.33842
F -0.21417 -0.76644 -3.28050
F -1.52456 -0.24378 -5.09599
C 0.87122 0.15335 -5.37081
F 0.30004 0.10995 -6.71107
F 1.72939 1.29266 -5.36046
C 1.73326 -1.23406 -5.25925
F 2.54784 -1.24974 -6.46705
F 0.90304 -2.40621 -5.35907
C 2.77129 -1.26163 -4.02475
F 2.61094 -0.21677 -3.07521
F 2.55686 -2.50266 -3.29629
F 4.10777 -1.36520 -4.55196
H -4.99770 -3.71489 8.04778
H -6.15798 -0.68953 5.01405
H -7.73052 -1.76982 4.92055
H -6.56752 -3.45279 3.40005
H -5.07730 -2.28043 3.18844
H -7.45570 -0.55550 2.82330
H -8.08068 -2.19168 2.16645
H -6.84565 -4.04171 1.20297
H -6.84363 -3.74354 -0.67362
H -4.47351 -4.48754 -0.85088
H -5.49314 -5.84920 -0.05850
H -4.47026 -4.50783 2.30614
H -3.42917 -5.80063 1.34667
H -3.12224 -4.00380 1.02723
H -3.96098 1.12234 -0.24133
H -3.78717 -0.73214 -0.30517
H -5.70005 -0.90448 -1.98015
H -5.99295 0.91142 -2.04075
O 8.71804 -2.31730 -2.84601
C 8.46500 -3.32403 -2.20501
C 7.14007 -3.97392 -2.31965
C 6.18186 -3.44053 -3.18454
C 4.94834 -4.06793 -3.32800
C 4.66776 -5.22926 -2.61069
C 5.61379 -5.75323 -1.73510
C 6.85005 -5.12259 -1.58333
C 7.84272 -5.67706 -0.63661
O 7.56861 -6.64990 0.04746
C 9.17385 -5.03947 -0.53668
C 10.13203 -5.57528 0.32695
C 11.39793 -5.00283 0.40306
C 11.71164 -3.89512 -0.38214
C 10.75414 -3.35021 -1.23318
C 9.48049 -3.91870 -1.30819
H 6.39647 -2.53884 -3.75048
H 4.20849 -3.65586 -4.00250
H 3.70961 -5.72550 -2.73259
H 5.38696 -6.65577 -1.17503
H 9.89553 -6.44148 0.93805
H 12.14279 -5.42324 1.07210
H 12.70330 -3.45464 -0.32922
H 11.00480 -2.48478 -1.83991
O -4.66107 9.98611 -1.18884
C -5.23367 8.91129 -1.11945
C -4.67848 7.71918 -1.79892
C -3.47907 7.82327 -2.50662
C -2.93038 6.69805 -3.11432
C -3.57534 5.46648 -3.01664
C -4.77960 5.36379 -2.32720
C -5.33629 6.49169 -1.72229
C -6.62588 6.37497 -1.00650
O -7.22813 5.31291 -0.98579
C -7.17079 7.56093 -0.31049
C -8.36919 7.45391 0.39920
C -8.87241 8.55499 1.08493
C -8.18160 9.76506 1.06500
C -6.99447 9.87872 0.34684
C -6.48903 8.77721 -0.34731
H -2.96859 8.77888 -2.58170
H -1.99530 6.77969 -3.66033
H -3.14038 4.58737 -3.47978
H -5.28043 4.40357 -2.25885
H -8.90996 6.51217 0.42271
H -9.80211 8.46877 1.63939
H -8.56992 10.62136 1.60821
H -6.46320 10.82602 0.33337
O -10.01671 7.36052 6.55214
C -10.29899 6.26293 6.10071
C -9.42316 5.61513 5.09873
C -8.25449 6.25815 4.68437
C -7.40563 5.63834 3.77270
C -7.71905 4.37573 3.27310
C -8.89123 3.74037 3.67063
C -9.74896 4.36187 4.57994
C -11.00182 3.68601 4.98287
O -11.31344 2.61479 4.48790
C -11.86718 4.32405 5.99905
C -13.03429 3.67881 6.41416
C -13.83712 4.25500 7.39355
C -13.47772 5.47560 7.96163
C -12.32276 6.12791 7.53975
C -11.51728 5.55535 6.55287
H -8.00182 7.23983 5.07418
H -6.49518 6.13766 3.45497
H -7.04971 3.88708 2.57113
H -9.13228 2.75843 3.27344
H -13.31746 2.72491 5.97883
H -14.74202 3.74993 7.71782
H -14.09969 5.92015 8.73276
H -12.05067 7.08061 7.98487
O 15.49190 -3.59993 -0.56561
C 16.37114 -4.35849 -0.94077
C 16.13141 -5.28574 -2.06905
C 14.89601 -5.27562 -2.72073
C 14.67617 -6.11608 -3.80742
C 15.68755 -6.96745 -4.24793
C 16.91338 -6.99238 -3.58984
C 17.13542 -6.15554 -2.49478
C 18.43569 -6.20200 -1.79038
O 19.29383 -7.00087 -2.12835
C 18.68237 -5.26140 -0.67545
C 19.91881 -5.27091 -0.02604
C 20.17206 -4.36749 1.00138
C 19.19316 -3.45223 1.38316
C 17.95492 -3.44990 0.74748
C 17.69504 -4.35896 -0.28052
H 14.10539 -4.61051 -2.38584
H 13.71670 -6.10369 -4.31568
H 15.51957 -7.61397 -5.10390
H 17.69578 -7.66201 -3.93494
H 20.68775 -5.97850 -0.32210
H 21.13539 -4.37377 1.50241
H 19.39481 -2.74112 2.17861
H 17.19563 -2.73563 1.05262
```

- M (g mol⁻¹) = 1562.13
- E_tot (a.u.) = -8060.41730
- Kohn-Sham gap (eV) = 8.6051
- SMILES = C#CCCC[C@](C#N)(OCCC)[C@@](Br)(C#N)CCC(F)(F)C(F)(F)C(F)(F)C(F)(F)C(F)(F)C(F)(F)C(F)(F)C(F)(F)F.O=C1c2ccccc2C(=O)c2ccccc21.O=C1c2ccccc2C(=O)c2ccccc21.O=C1c2ccccc2C(=O)c2ccccc21.O=C1c2ccccc2C(=O)c2ccccc21
- net charge = 0
- F_max (eV/Å) = 7.26